# 1
An isolated molecule of CH2BNO. Source: the OMol25 dataset; level of theory: wB97M-V/def2-TZVPD.

ORCA input file:
```
! wB97M-V def2-TZVPD RIJCOSX def2/J DEFGRID3
* xyz 0 1
N -2.40 0.15 -0.02
C -1.30 0.09 -0.32
B 0.09 0.32 -0.11
O 1.17 -1.15 -0.08
H 0.46 1.33 0.24
H 1.99 -0.74 0.29
*
```

Results
orbital gap = 10.367 eV
HOMO energy = -11.585 eV
energy relative to the best compared isomer or geometry (same formula, charge and spin) = 249.3 kJ/mol
SMILES = N#CBO

# 2
An isolated molecule of CH2Br2ClOP. Source: the OMol25 dataset; level of theory: wB97M-V/def2-TZVPD.

ORCA input file:
```
! wB97M-V def2-TZVPD RIJCOSX def2/J DEFGRID3
* xyz 0 1
O -1.88 0.11 0.86
P -0.74 -0.47 0.13
Br 0.09 -2.23 1.06
Br -0.99 -1.26 -1.95
C 0.60 0.84 -0.05
Cl 2.25 0.03 0.11
H 0.44 1.58 0.85
H 0.24 1.40 -1.03
*
```

Results
orbital gap = 10.551 eV
HOMO energy = -10.781 eV
energy relative to the best compared isomer or geometry (same formula, charge and spin) = 0.0 kJ/mol
SMILES = O=P(Br)(Br)CCl